Entry from the OMol25 dataset: an isolated ion of composition C15H13F4O7 and charge -1 at a distorted geometry (ωB97M-V with the def2-TZVPD basis set).

- Net charge: -1
- HOMO level: -0.181 Ha
- Strongest force on any atom: 4.27 eV/A
- LUMO energy: 3.015 eV
- Electronic energy: -1505.50155 hartree
- SMILES: CCOC(=O)C(C(C)=O)(C(=O)OCC)C1([O-])C(F)=C(F)C(=O)C(F)=C1F

Geometry as XYZ:
```
39
Properties=species:S:1:pos:R:3:lowdin_charge:R:1
H 1.63218 -3.27380 1.04813 0.12
H -2.23387 -0.93689 -3.03254 0.09
C -0.47741 2.34346 -0.72944 -0.11
C 0.42125 1.38421 0.01426 -0.48
H 3.54986 -4.07291 -0.43650 0.07
F -1.08469 3.64034 -2.66780 0.07
H 2.88559 -2.01984 0.69572 0.13
C -2.09827 -0.93601 -1.94877 0.00
H -1.70023 -0.20964 4.56707 0.08
C 2.69121 -3.54035 -0.85023 -0.07
C -2.26760 0.93269 2.84288 -0.19
O 1.21514 2.77580 -3.90149 0.08
C -0.36844 0.06151 -0.15557 -0.10
C 1.94520 1.47562 -1.98960 -0.12
O 0.74695 -1.10955 1.69577 0.11
C -0.73245 -0.42583 -1.61561 -0.31
F 3.11560 1.21352 -2.67532 0.06
C -1.61725 0.22676 0.72170 -0.40
O -1.36882 0.09407 2.03643 -0.02
O 0.62492 1.70584 1.28479 -0.08
C -1.61410 0.80791 4.17457 -0.08
C 0.50018 -1.02958 0.48360 -0.38
C 1.02047 2.38496 -2.74556 -0.24
C -0.27043 2.75623 -2.02323 -0.09
H -2.21436 1.95930 2.46550 0.13
O -2.68917 0.61629 0.27311 0.08
H -0.55338 1.06211 4.08844 0.09
H -2.14924 -1.95779 -1.55375 0.10
H 1.93701 -4.26911 -1.18721 0.08
O 1.13397 -1.84634 -0.38692 -0.02
C 2.13443 -2.69374 0.26335 -0.21
F 2.72135 0.56660 -0.00205 0.12
C 1.71471 1.07437 -0.76226 -0.10
H -2.05864 1.48234 4.89938 0.07
H -3.28647 0.52831 2.80801 0.12
O 0.05365 -0.43310 -2.56043 0.09
F -1.40816 2.93373 0.00779 0.13
H -2.87187 -0.35672 -1.45049 0.07
H 3.02121 -2.91479 -1.69572 0.09
```


Entry from the OMol25 dataset: one molecule with the formula C15H13N2O5P at a distorted geometry (ωB97M-V with the def2-TZVPD basis set).

- HOMO level: -0.325 Ha
- Energy above the lowest of the compared OMol25 structures with the same formula, charge and spin: 317.4 kJ/mol
- Strongest force on any atom: 3.47 eV/A
- LUMO energy: -0.979 eV
- Electronic energy: -1406.36855 hartree
- SMILES: N=P(O)(O)c1c(COc2ccccc2)ccc2c1C(=O)NC2=O

Geometry as XYZ:
```
36
Properties=species:S:1:pos:R:3:lowdin_charge:R:1
N 4.83930 -1.33015 -0.71992 0.10
H -6.21148 0.76043 0.64250 0.10
H 4.13139 -1.71667 -1.36449 0.14
C -0.69671 1.56261 -0.08692 -0.17
H -4.08114 1.77825 1.58406 0.11
O 6.03058 0.54415 -1.64670 0.16
H -6.16252 -1.18070 -1.08295 0.10
C 3.57873 0.60652 -1.09941 -0.04
O 0.28839 0.16430 2.96644 -0.17
O -0.61551 -1.70331 1.16910 -0.19
C 0.75975 1.09085 -0.31120 -0.09
H 3.32064 2.17089 -2.63704 0.12
C -3.94630 -1.18814 -1.16548 -0.08
H -0.65768 2.67493 0.12977 0.15
C -2.68152 0.44171 0.38974 -0.24
O -1.48386 0.95152 0.91955 -0.11
H -0.36235 -2.21685 0.38291 0.07
H 0.14686 -0.39666 3.75922 0.08
C -5.22613 0.37189 0.29945 -0.08
C 2.89347 -0.13046 0.02850 -0.04
H 0.90113 2.65213 -1.95263 0.12
C 4.06457 -1.00440 0.51411 -0.38
H -3.89462 -1.99296 -1.94185 0.10
H -1.23600 1.49379 -1.07896 0.14
C -2.72857 -0.61241 -0.62761 -0.04
N 1.56388 -2.05785 2.52516 -0.15
C 1.51535 0.03532 0.44716 -0.11
O 4.54597 -1.37005 1.54326 0.15
H 2.47643 -2.08041 2.06112 -0.05
C 1.44228 1.84259 -1.39512 -0.01
C 2.81800 1.61084 -1.81609 0.01
H -1.75640 -1.00313 -1.01672 0.10
P 0.74828 -0.93324 1.79045 0.62
C -5.23878 -0.70797 -0.68423 -0.09
C -3.98596 0.95602 0.84127 0.01
C 5.03847 0.04577 -1.22774 -0.37
```